(1)
58
Properties=species:S:1:pos:R:3:mulliken_charge:R:1 method="wB97M-V/def2-TZVPD" total_charge=0 e_homo_ha=-0.3330 gap_ev=9.6 e_tot_ev=-54045.10976
O -4.2715 1.1786 -2.4200 -0.54
S -3.5834 1.8681 -3.5049 0.56
O -3.7254 3.4563 -3.2700 -0.32
C -3.5305 3.9820 -1.9409 -0.69
C -2.1110 3.7744 -1.4244 -0.64
C -1.8645 2.3748 -0.8453 0.41
C -0.7949 2.3609 0.2522 -1.37
C 0.6226 2.7545 -0.2121 -1.08
C 1.7026 1.7623 0.2244 -0.75
C 2.0293 1.8936 1.7228 -0.62
S 2.4208 0.2589 2.4052 -0.20
C 1.8004 0.3562 4.0146 0.44
N 1.4831 -0.6793 4.7122 -0.11
N 1.0857 -0.1904 5.9568 -0.52
C 1.1757 1.0802 5.8838 0.04
O 1.6310 1.5156 4.6782 -0.27
C -1.5182 1.3519 -1.9333 -0.67
O -2.0017 1.6961 -3.2469 -0.31
H -4.2657 3.5205 -1.2741 0.38
H -3.7680 5.0421 -2.0348 0.35
H -1.9129 4.5324 -0.6573 0.49
H -1.4183 3.9787 -2.2500 0.25
H -2.8055 2.0359 -0.3964 0.48
H -0.7809 1.3666 0.7184 0.54
H -1.1228 3.0530 1.0361 0.49
H 0.6698 2.8702 -1.2980 0.59
H 0.8632 3.7427 0.2006 0.41
H 1.3566 0.7443 0.0177 0.32
H 2.6109 1.9097 -0.3653 0.50
H 2.8838 2.5538 1.8776 0.43
H 1.1787 2.3012 2.2726 0.40
H 0.9298 1.8055 6.6428 0.41
H -1.8893 0.3573 -1.6694 0.36
H -0.4374 1.2691 -2.0712 0.22
C 1.0093 -2.5064 -2.7325 -1.32
C 0.9613 -1.2792 -3.6283 0.82
C 1.3641 -1.5948 -5.0589 -1.52
O 1.7740 -0.2314 -3.0938 -0.52
H 2.0270 -2.9060 -2.6956 0.33
H 0.7077 -2.2546 -1.7157 0.31
H 0.3515 -3.2924 -3.1052 0.37
H -0.0508 -0.8682 -3.6215 0.10
H 2.3919 -1.9682 -5.0868 0.37
H 1.3103 -0.6997 -5.6780 0.38
H 0.7158 -2.3578 -5.4913 0.38
H 2.6835 -0.5495 -3.0769 0.33
C -0.3804 -3.5158 3.6794 -1.23
C -0.0816 -4.1188 2.3178 0.43
C 0.5251 -5.5080 2.4288 -1.35
O 0.7591 -3.2573 1.5464 -0.47
H 0.5382 -3.4017 4.2594 0.32
H -0.8167 -2.5238 3.5651 0.27
H -1.0719 -4.1400 4.2476 0.42
H -1.0050 -4.1768 1.7374 0.25
H 1.4720 -5.4616 2.9741 0.35
H 0.7213 -5.9212 1.4394 0.32
H -0.1395 -6.1863 2.9655 0.39
H 1.5918 -3.1580 2.0218 0.31


(2)
21
Properties=species:S:1:pos:R:3:mulliken_charge:R:1 method="wB97M-V/def2-TZVPD" total_charge=+1 e_homo_ha=-0.4907 gap_ev=10.2 e_tot_ev=-9849.23419
C -1.2137 0.7003 1.4552 -0.21
O -2.5573 1.2115 1.3492 -0.50
C -1.1709 -0.7830 1.2029 -0.61
N 0.1955 -1.4012 1.3181 -0.18
H -0.8282 0.9470 2.4638 0.31
H -0.5396 1.2556 0.7235 0.14
H -2.4708 2.1598 1.3422 0.33
H -1.8809 -1.2844 1.8914 0.37
H -1.5072 -1.0153 0.1802 0.32
H 0.7314 -1.0520 2.1283 0.37
H 0.7102 -1.1998 0.3752 0.33
H 0.0174 -2.4112 1.3678 0.40
N 1.6096 -0.8021 -0.8701 -0.74
C 1.1534 0.4805 -1.5328 -0.52
N 1.6018 0.7734 -2.8772 -0.54
H 1.5537 -1.5864 -1.5425 0.27
H 2.6195 -0.6682 -0.7071 0.28
H 0.0219 0.4331 -1.5476 0.28
H 1.4342 1.3045 -0.8468 0.35
H 2.5892 1.0591 -2.8286 0.27
H 1.5465 -0.0119 -3.5406 0.26


(3)
16
Properties=species:S:1:pos:R:3:mulliken_charge:R:1 method="wB97M-V/def2-TZVPD" total_charge=-2 e_homo_ha=0.0062 gap_ev=5.9 e_tot_ev=-19674.86466
C -0.6367 -0.1803 -0.3028 -0.52
C -1.7497 -0.7254 -1.2202 -0.77
S -3.2325 0.4207 -0.9015 -0.80
N 0.7152 -0.9119 -0.4313 -0.41
C 1.4756 -0.6673 0.8721 -0.26
O 2.7756 -0.4959 0.5110 -0.89
H -0.6031 0.8968 -0.4428 0.25
H -0.9652 -0.5705 0.6863 0.33
H -2.0104 -1.7691 -1.0701 0.29
H -1.3852 -0.6894 -2.2434 0.23
H 1.0362 -0.4386 -1.2655 0.23
H 1.2933 -1.6018 1.5305 0.13
H 0.9188 -0.0226 1.5422 0.24
H 3.2241 0.7028 1.3132 0.47
H 2.2904 1.8717 1.5402 0.27
O 3.1749 1.6251 1.8376 -0.80